The following is a DFT calculation (ωB97M-V/def2-TZVPD) of 2 unconnected molecules or ions with the total composition C11H13NO2P.

Computed properties:
Charge: -1

CARTESIAN COORDINATES (ANGSTROEM)
1 C -2.06 -1.42 -1.01
2 C 2.06 1.30 -1.28
3 C 2.83 0.29 -0.76
4 C 0.79 1.65 -0.83
5 C 2.34 -0.36 0.36
6 C 1.07 -0.05 0.81
7 C 0.24 0.95 0.24
8 C 3.12 -1.48 0.98
9 C 0.37 -0.91 1.83
10 C -3.91 0.20 -1.00
11 C -2.46 -0.07 -1.22
12 N -1.72 -2.47 -0.76
13 O -2.13 0.82 1.91
14 O -1.78 2.73 0.19
15 P -1.49 1.37 0.68
16 H 2.42 1.69 -2.30
17 H 3.82 0.05 -0.99
18 H 0.27 2.53 -1.18
19 H 3.90 -1.86 0.26
20 H 3.81 -1.14 1.76
21 H 2.41 -2.21 1.33
22 H 0.71 -0.72 2.81
23 H -0.61 -0.59 1.81
24 H 0.56 -1.86 1.47
25 H -3.97 1.09 -0.32
26 H -4.38 -0.67 -0.78
27 H -4.30 0.67 -1.91
28 H -1.92 0.47 -2.07

=====

The following is a DFT calculation (ωB97M-V/def2-TZVPD) of C11H13NO2S in the gas phase.

Computed properties:
SMILES: O=C1CC[C@]2(c3cccs3)OCCCN12

CARTESIAN COORDINATES (ANGSTROEM)
1 O 2.90 -1.52 0.37
2 C 1.87 -1.22 -0.16
3 C 1.13 -2.04 -1.20
4 C 0.52 -0.95 -1.94
5 C 0.09 0.06 -0.79
6 C -1.28 -0.40 -0.22
7 C -1.43 -1.07 0.93
8 C -2.82 -1.17 1.31
9 C -3.67 -0.63 0.40
10 S -2.76 0.14 -0.83
11 O 0.04 1.41 -1.21
12 C 0.13 2.37 -0.18
13 C 1.46 2.34 0.50
14 C 1.44 0.91 1.21
15 N 1.17 -0.10 0.16
16 H 1.90 -2.49 -1.81
17 H 0.46 -2.83 -0.61
18 H 1.25 -0.35 -2.49
19 H -0.43 -1.22 -2.52
20 H -0.57 -1.42 1.56
21 H -3.15 -1.68 2.21
22 H -4.67 -0.43 0.56
23 H -0.50 2.17 0.64
24 H -0.29 3.24 -0.72
25 H 1.62 2.95 1.42
26 H 2.33 2.44 -0.15
27 H 2.54 0.71 1.65
28 H 0.74 0.76 1.93

=====

The following is a DFT calculation (ωB97M-V/def2-TZVPD) of C11H13PS in the gas phase.

Computed properties:
SMILES: C=C1/C(=C\C)C=CC(=S)[C@@H]1/P=C/C

CARTESIAN COORDINATES (ANGSTROEM)
1 C 2.45 1.07 0.30
2 C 1.25 0.66 -0.11
3 C 0.24 1.53 -0.74
4 C -0.13 2.75 -0.29
5 C 0.31 3.42 0.95
6 C -0.38 0.96 -1.91
7 C -0.23 -0.33 -2.26
8 C 0.48 -1.26 -1.44
9 S 0.79 -2.80 -1.95
10 C 0.86 -0.80 -0.09
11 P -0.72 -1.09 1.03
12 C -1.07 -2.73 0.87
13 C -2.19 -3.39 1.59
14 H 3.16 0.38 0.72
15 H 2.76 2.09 0.21
16 H -0.88 3.28 -0.86
17 H 0.80 4.37 0.72
18 H 0.99 2.80 1.53
19 H -0.56 3.66 1.56
20 H -0.98 1.62 -2.52
21 H -0.66 -0.71 -3.18
22 H 1.65 -1.42 0.34
23 H -0.50 -3.36 0.20
24 H -2.75 -2.68 2.20
25 H -1.80 -4.18 2.23
26 H -2.88 -3.85 0.88

=====

The following is a DFT calculation (ωB97M-V/def2-TZVPD) of 2 unconnected molecules or ions with the total composition C11H13PS.

Computed properties:
SMILES: C=CCP(S)c1ccccc1.C#C

CARTESIAN COORDINATES (ANGSTROEM)
1 C -1.15 -2.58 1.94
2 C -0.47 -1.57 1.50
3 C -1.18 -0.48 0.84
4 P -0.64 0.25 -0.76
5 S -0.84 -1.35 -2.04
6 C 1.12 0.11 -0.42
7 C 1.59 1.17 0.41
8 C 2.95 1.25 0.58
9 C 3.90 0.32 0.21
10 C 3.34 -0.76 -0.50
11 C 1.99 -0.84 -0.90
12 H -0.72 -3.50 2.29
13 H -2.16 -2.66 1.66
14 H 0.56 -1.41 1.78
15 H -1.13 0.35 1.59
16 H -2.16 -0.77 0.75
17 H -1.95 -0.92 -2.41
18 H 0.97 2.02 0.74
19 H 3.26 2.20 1.07
20 H 4.97 0.52 0.42
21 H 3.97 -1.47 -0.99
22 H 1.73 -1.66 -1.62
23 C -3.23 2.71 -1.56
24 C -2.85 1.97 -2.43
25 H -3.48 3.12 -0.63
26 H -2.44 1.68 -3.41

=====

The following is a DFT calculation (ωB97M-V/def2-TZVPD) of C11H14 in the gas phase.

CARTESIAN COORDINATES (ANGSTROEM)
1 C -1.10 -1.40 0.53
2 C -1.74 -1.01 1.68
3 C 1.36 -0.21 -2.19
4 C -0.90 1.26 2.17
5 C 0.79 1.03 -1.50
6 C 0.44 -1.43 -1.62
7 C -0.60 1.46 0.68
8 C 1.24 -0.44 0.58
9 C -1.49 -0.05 2.64
10 C 0.42 0.60 -0.11
11 C 0.14 -0.97 -0.20
12 H -1.64 -2.12 -0.13
13 H -2.46 -1.78 1.90
14 H 1.22 -0.10 -3.35
15 H 2.36 -0.48 -1.89
16 H 0.02 1.40 2.84
17 H -1.55 2.05 2.61
18 H 1.46 1.90 -1.55
19 H -0.22 1.04 -1.94
20 H -0.52 -1.35 -2.21
21 H 1.12 -2.28 -1.69
22 H -1.66 1.52 0.42
23 H -0.13 2.40 0.48
24 H 2.30 -0.48 0.17
25 H 1.14 -0.56 1.67

=====

The following is a DFT calculation (ωB97M-V/def2-TZVPD) of a molecular structure, C11H14BCdN7S.

CARTESIAN COORDINATES (ANGSTROEM)
1 H 2.07 -2.35 2.11
2 N 0.66 -1.56 0.75
3 B -1.16 -1.20 -0.97
4 N -0.27 -2.10 -0.07
5 C -0.24 -3.46 0.04
6 Cd 0.86 0.61 0.80
7 H -0.92 -4.07 -0.55
8 C 0.74 -3.80 0.97
9 H 1.02 -4.80 1.30
10 C 1.28 -2.57 1.39
11 H -1.92 -1.87 -1.62
12 C 1.02 2.67 0.80
13 H 1.79 3.03 1.50
14 H 0.05 3.10 1.10
15 H 1.27 3.01 -0.22
16 N -0.24 -0.36 -1.90
17 N -1.96 -0.23 -0.05
18 N 0.69 0.47 -1.37
19 N -1.32 0.62 0.79
20 C -0.19 -0.31 -3.25
21 C -3.31 -0.09 0.10
22 H -0.87 -0.92 -3.85
23 H -3.99 -0.69 -0.49
24 C 0.82 0.58 -3.62
25 C -3.54 0.89 1.06
26 C 1.34 1.05 -2.40
27 C -2.25 1.31 1.47
28 H 1.13 0.85 -4.63
29 H -4.50 1.26 1.42
30 H 2.15 1.75 -2.20
31 H -1.95 2.05 2.20
32 H 2.43 0.59 0.81
33 S 4.09 2.87 3.77
34 C 3.03 2.13 2.79
35 N 2.17 1.52 2.00

=====

Calculated E_tot in order - -26493.0891 -28036.9635 -31739.4637 -31737.9074 -11628.0998 -38133.7451 eV
Calculated ΔE to the lowest compared entry with this formula, charge and spin in order - 0.00 44.27 116.28 266.43 412.21 65.08 kJ/mol